(1)
C35H29AuClNO4 as an isolated structure. Source: the OMol25 dataset; level of theory: the ωB97M-V functional and the def2-TZVPD basis.

The value obtained for the HOMO-LUMO gap is 7.701 eV. As for the multiplicity: 1. The value obtained for the HOMO energy is -0.3285 Eh.

Last column: Mulliken charge in e.
Element x y z (Å)
Au 0.283 -0.180 1.465  1.387
O 2.162 -0.340 0.831  -0.653
C 2.612 -1.219 -0.162  1.830
C 1.739 -2.487 -0.166  -2.110
C 0.326 -2.283 -0.625  1.062
C -0.142 -2.804 -1.817  -0.455
C -1.485 -2.693 -2.132  -0.977
C -2.349 -2.127 -1.216  -0.693
C -1.844 -1.617 -0.033  0.714
C -2.748 -1.074 1.029  -1.830
C -2.626 0.448 1.189  3.059
O -1.424 0.752 1.846  -0.683
C -3.716 1.015 2.096  -0.575
C -4.540 0.230 2.891  -0.221
C -5.455 0.819 3.756  -0.954
C -5.545 2.197 3.843  -0.418
C -4.712 2.990 3.062  -0.824
C -3.802 2.402 2.201  -0.266
C -2.718 1.067 -0.214  -0.100
C -3.956 1.155 -0.847  -0.319
C -4.051 1.573 -2.166  -1.002
C -2.906 1.907 -2.877  -0.520
C -1.671 1.842 -2.251  -1.283
C -1.582 1.432 -0.927  0.851
N -0.519 -1.642 0.210  -0.086
C 4.035 -1.645 0.232  -0.262
C 4.283 -1.922 1.575  -0.317
C 5.539 -2.326 1.993  -0.884
C 6.574 -2.452 1.075  -0.469
C 6.339 -2.168 -0.259  -0.960
C 5.077 -1.763 -0.679  -0.137
C 2.584 -0.518 -1.523  -0.033
C 2.593 -1.221 -2.725  0.046
C 2.558 -0.556 -3.943  -1.152
C 2.532 0.830 -3.978  -0.582
C 2.557 1.542 -2.787  -0.871
C 2.581 0.872 -1.572  -0.474
H 1.719 -2.823 0.874  0.711
H 2.199 -3.277 -0.758  0.442
H 0.544 -3.309 -2.480  0.428
H -1.860 -3.086 -3.068  0.446
H -3.413 -2.074 -1.398  0.426
H -2.478 -1.519 1.989  0.634
H -3.772 -1.353 0.782  0.493
H -4.487 -0.850 2.850  0.400
H -6.091 0.193 4.369  0.406
H -6.255 2.655 4.519  0.407
H -4.765 4.068 3.132  0.404
H -3.137 3.018 1.608  0.296
H -4.854 0.896 -0.298  0.439
H -5.022 1.646 -2.638  0.408
H -2.978 2.223 -3.910  0.438
H -0.768 2.107 -2.788  0.508
H -0.612 1.413 -0.449  -0.167
H 3.490 -1.782 2.298  0.433
H 5.716 -2.530 3.042  0.393
H 7.560 -2.758 1.402  0.392
H 7.141 -2.249 -0.982  0.423
H 4.921 -1.526 -1.723  0.389
H 2.660 -2.302 -2.721  0.756
H 2.555 -1.122 -4.866  0.443
H 2.514 1.352 -4.926  0.437
H 2.563 2.625 -2.801  0.439
H 2.610 1.423 -0.643  0.541
Cl -0.260 4.018 1.170  -0.179
C 1.130 2.909 1.281  1.106
C 1.234 2.310 2.681  0.453
O 1.562 2.996 3.612  -0.632
O 0.999 1.016 2.838  -0.580
H 2.028 3.495 1.106  0.455
H 1.018 2.166 0.499  -1.226

---

(2)
A 3-piece molecular cluster, C8H16Br4O3 overall in a non-equilibrium geometry. Source: the OMol25 dataset; level of theory: the ωB97M-V functional and the def2-TZVPD basis.

The value obtained for the HOMO-LUMO gap is 10.692 eV. As for the multiplicity: 1. The calculation puts the energy above the lowest of the compared OMol25 structures with the same formula, charge and spin at 0.00 kcal per mole. As for the SMILES: CCOC(=O)OC.BrCCBr.BrCCBr. The value obtained for the HOMO energy is -0.3819 Eh.

Last column: Mulliken charge in e.
Element x y z (Å)
C 8.584 4.681 13.911  -1.110
C 8.635 5.992 14.615  -0.212
O 9.809 6.634 13.987  -0.248
C 10.037 7.934 14.374  0.735
O 9.284 8.541 15.113  -0.552
O 11.216 8.291 13.926  -0.311
C 11.705 9.456 14.565  -0.650
H 8.819 4.828 12.840  0.288
H 7.523 4.301 14.023  0.319
H 9.270 3.979 14.354  0.345
H 8.739 5.863 15.733  0.283
H 7.793 6.626 14.457  0.281
H 11.206 10.390 14.227  0.266
H 12.750 9.535 14.368  0.257
H 11.606 9.357 15.684  0.299
Br 9.853 9.466 7.001  -0.173
C 9.061 11.169 6.393  -0.520
C 10.155 12.143 6.309  -0.676
Br 9.373 13.801 5.359  -0.187
H 8.327 11.502 7.148  0.353
H 8.548 11.025 5.447  0.394
H 10.992 11.849 5.727  0.410
H 10.521 12.583 7.208  0.397
Br 4.970 7.828 7.302  -0.161
C 5.994 8.157 8.937  -0.662
C 5.258 7.689 10.174  -0.425
Br 6.528 7.525 11.615  -0.123
H 6.174 9.235 8.915  0.326
H 6.908 7.665 8.851  0.392
H 4.862 6.655 10.066  0.347
H 4.519 8.432 10.556  0.317

---

(3)
An isolated molecule of C18H22FN5O in a non-equilibrium geometry. Source: the OMol25 dataset; level of theory: the ωB97M-V functional and the def2-TZVPD basis.

The value obtained for the HOMO-LUMO gap is 8.937 eV. As for the multiplicity: 1. The calculation puts the energy above the lowest of the compared OMol25 structures with the same formula, charge and spin at 97.13 kcal per mole. As for the SMILES: CC(C)(C)n1nnnc1CN(Cc1ccc(F)cc1)Cc1ccco1. The value obtained for the HOMO energy is -0.3074 Eh.

Last column: Mulliken charge in e.
Element x y z (Å)
F 0.822 -4.941 3.042  -0.312
N 1.917 1.185 -3.217  -0.939
N 2.524 1.811 -2.361  -0.257
N 0.882 0.439 -2.762  -0.164
O -2.358 1.426 0.724  -0.168
C 0.859 0.747 -1.461  0.019
C -3.321 1.994 1.537  -0.661
C -4.542 1.696 1.122  -0.479
C -4.308 0.809 -0.145  -0.507
C -2.985 0.624 -0.219  0.361
C 1.218 -4.308 0.783  -0.710
C -0.713 -3.621 2.005  -0.517
C 0.708 -3.712 -0.353  -0.292
C -1.290 -3.021 0.839  -0.156
C 0.427 -4.297 1.977  0.505
C -0.532 -3.013 -0.366  0.249
N -1.118 -0.725 -1.085  0.430
N 1.881 1.622 -1.188  0.877
C 0.049 -0.013 -0.430  0.045
C -2.293 0.053 -1.476  -0.753
C -0.973 -2.145 -1.537  -0.951
C 3.592 3.153 -0.390  -1.439
C 1.101 2.876 0.707  -1.705
C 2.973 1.121 0.936  -1.380
C 2.392 2.211 0.023  1.249
H -3.176 2.546 2.373  0.569
H -5.520 1.908 1.514  0.431
H -5.072 0.368 -0.763  0.456
H 2.150 -4.843 0.721  0.426
H -1.261 -3.635 2.995  0.313
H 1.152 -3.648 -1.379  0.301
H -2.118 -2.298 0.953  0.309
H -0.217 0.802 0.240  -0.110
H 0.647 -0.730 0.204  0.160
H -2.093 1.022 -2.073  0.226
H -2.903 -0.584 -2.207  0.426
H -0.130 -2.259 -2.290  0.294
H -1.883 -2.536 -1.881  0.470
H 4.225 3.547 0.438  0.405
H 3.206 4.096 -1.008  0.314
H 4.393 2.573 -0.858  0.448
H 0.333 3.096 -0.025  0.423
H 1.343 3.787 1.230  0.389
H 0.676 2.149 1.423  0.414
H 3.371 1.701 1.857  0.386
H 2.159 0.427 1.375  0.245
H 3.804 0.539 0.454  0.360

---

(4)
A 4-piece molecular cluster, C4H14O4 overall in a non-equilibrium geometry. Source: the OMol25 dataset; level of theory: the ωB97M-V functional and the def2-TZVPD basis.

The value obtained for the HOMO-LUMO gap (alpha / beta) is 3.819 / 7.552 eV. As for the net charge: -1. As for the multiplicity: 2. The calculation puts the energy above the lowest of the compared OMol25 structures with the same formula, charge and spin at 0.00 kcal per mole. The expectation value of S² is 0.753. The value obtained for the HOMO energy (alpha / beta) is -0.0029 / -0.1437 Eh.

Last column: Mulliken charge in e.
Element x y z (Å)
O 0.395 -1.313 1.390  -0.425
C -0.306 -0.354 1.880  -0.926
C -0.543 0.948 1.156  -0.330
C 0.598 1.582 0.371  -0.239
C 0.100 2.597 -0.666  -1.279
H -1.009 -0.507 2.711  0.173
H -1.385 0.731 0.447  0.092
H -1.027 1.681 1.804  0.446
H 1.241 2.057 1.124  0.467
H 1.266 0.863 -0.100  0.142
H 0.901 2.885 -1.332  0.377
H -0.281 3.480 -0.154  0.313
H -0.647 2.110 -1.288  0.313
H 0.729 -2.178 -1.639  0.305
H 0.561 -0.931 -0.705  0.233
O 0.151 -1.448 -1.412  -0.679
H -1.662 -1.897 -1.331  0.384
H -2.957 -1.182 -1.736  0.285
O -2.627 -1.871 -1.139  -0.655
H 2.631 -1.739 0.173  0.299
H 1.525 -2.878 0.446  0.363
O 2.346 -2.634 0.001  -0.659

---

| no. | E (eV) |
| --- | --- |
| 1 | -62659.5541 |
| 2 | -294867.7084 |
| 3 | -31233.5902 |
| 4 | -12564.3995 |